Record 1
{
  "formula": "C16H20N4O",
  "method": "the ωB97M-V functional and the def2-TZVPD basis",
  "smiles": "O[C@H]1CC[C@H](Nc2ncc3ccc(C4CC4)nc3n2)CC1",
  "multiplicity": 1,
  "total_energy_ha": -915.858446,
  "symbols": ["O", "N", "N", "N", "N", "C", "C", "C", "C", "C", "C", "C", "C", "C", "C", "C", "C", "C", "C", "C", "C", "H", "H", "H", "H", "H", "H", "H", "H", "H", "H", "H", "H", "H", "H", "H", "H", "H", "H", "H", "H"],
  "coordinates": [[4.190, -4.209, -1.263], [-1.186, -0.229, -1.941], [-0.098, 0.395, 0.016], [-0.854, 2.156, 1.290], [0.506, -1.367, -1.206], [-3.254, 2.297, -0.314], [-2.174, 1.510, -0.607], [3.275, -2.052, -1.710], [1.273, -2.153, -0.200], [1.044, -3.621, -0.580], [-1.038, 1.365, 0.224], [2.667, -1.715, -0.285], [-2.203, 5.326, 3.073], [-3.042, 3.184, 0.794], [-2.142, 0.638, -1.730], [-0.232, -0.279, -1.062], [3.198, -3.487, -2.029], [-1.864, 3.069, 1.553], [-1.643, 3.846, 2.860], [-2.781, 4.142, 3.868], [1.696, -4.066, -1.936], [5.123, -4.055, -1.521], [-1.634, 6.021, 3.609], [-3.102, 0.751, -2.282], [3.434, -3.753, -3.061], [-4.206, 2.427, -0.947], [1.266, -3.559, -2.843], [-2.984, 5.701, 2.380], [-3.794, 3.817, 1.155], [-0.592, 3.744, 3.268], [0.091, -4.133, -0.303], [1.537, -4.162, 0.286], [2.745, -1.560, -2.594], [2.675, -0.633, 0.011], [1.544, -5.148, -1.935], [3.213, -2.196, 0.518], [-3.776, 3.601, 3.691], [4.258, -1.641, -1.773], [0.826, -2.002, 0.708], [0.429, -1.854, -2.063], [-2.391, 3.888, 4.879]],
  "nbo_charge": [-0.7602, -0.4805, -0.5141, -0.4272, -0.5699, -0.0963, -0.2483, -0.4346, -0.0480, -0.4327, 0.3903, -0.4109, -0.4106, -0.3073, 0.1722, 0.5501, 0.1051, 0.2498, -0.2553, -0.4247, -0.4174, 0.4770, 0.2222, 0.1850, 0.1674, 0.2285, 0.1963, 0.2167, 0.2119, 0.2450, 0.2316, 0.2183, 0.2088, 0.2370, 0.2348, 0.2162, 0.2237, 0.2196, 0.2205, 0.3881, 0.2217]
}

---

Record 2
{
  "formula": "C16H20N4O",
  "method": "the ωB97M-V functional and the def2-TZVPD basis",
  "smiles": "CCc1cc2c(C3=NNC(=O)C3(C)C)ccc(CC)n2n1",
  "multiplicity": 1,
  "total_energy_ha": -915.847968,
  "symbols": ["O", "N", "N", "N", "N", "C", "C", "C", "C", "C", "C", "C", "C", "C", "C", "C", "C", "C", "C", "C", "C", "H", "H", "H", "H", "H", "H", "H", "H", "H", "H", "H", "H", "H", "H", "H", "H", "H", "H", "H", "H"],
  "coordinates": [[0.954, -5.063, -2.359], [-1.110, -2.755, -1.139], [-0.728, -3.935, -1.580], [-0.286, 1.689, 1.865], [-0.589, 1.309, 0.627], [0.313, -0.426, 1.531], [2.356, -2.503, -1.191], [-0.090, 0.063, 0.324], [1.162, -2.585, -2.113], [-2.288, 4.048, 0.635], [-0.773, 0.347, -2.093], [-0.828, 2.250, -0.465], [0.510, -3.953, -2.135], [-0.343, 1.175, 4.890], [-0.191, -0.498, -1.141], [0.723, 0.700, 3.787], [1.344, -2.106, -3.568], [-0.944, 3.741, -0.124], [-1.034, 1.769, -1.788], [-0.029, -1.894, -1.444], [0.221, 0.640, 2.447], [2.096, -2.391, -0.173], [0.478, -2.263, -4.164], [-3.191, 3.891, -0.009], [-0.846, -0.094, -3.111], [3.113, -1.866, -1.526], [0.095, 1.299, 5.869], [-2.382, 3.307, 1.455], [2.154, -2.696, -3.948], [1.090, -0.253, 4.017], [-1.012, 0.322, 5.050], [-1.241, -4.803, -1.526], [-1.401, 2.396, -2.500], [-2.301, 5.101, 1.047], [0.869, -1.337, 1.680], [-0.115, 4.100, 0.510], [-0.920, 2.128, 4.612], [1.667, -1.052, -3.577], [-0.869, 4.258, -1.115], [1.565, 1.417, 3.752], [2.804, -3.480, -1.306]],
  "nbo_charge": [-0.5947, -0.1747, -0.4435, -0.2980, -0.1757, -0.3520, -0.5996, 0.1736, -0.1888, -0.6087, -0.1445, 0.2654, 0.6533, -0.6015, -0.1011, -0.4294, -0.5867, -0.4463, -0.2957, 0.1763, 0.1774, 0.2246, 0.2205, 0.2071, 0.2202, 0.2244, 0.2076, 0.2271, 0.2259, 0.2115, 0.2049, 0.4150, 0.2183, 0.2147, 0.2204, 0.2370, 0.2231, 0.2219, 0.2157, 0.2200, 0.2352]
}

---

Record 3
{
  "formula": "C16H20N4O4",
  "method": "the ωB97M-V functional and the def2-TZVPD basis",
  "smiles": "CC(C)C[C@H](NC(=O)CCn1nnc2ccccc2c1=O)C(=O)O",
  "multiplicity": 1,
  "total_energy_ha": -1141.712071,
  "symbols": ["O", "O", "O", "O", "N", "N", "N", "N", "C", "C", "C", "C", "C", "C", "C", "C", "C", "C", "C", "C", "C", "C", "C", "C", "H", "H", "H", "H", "H", "H", "H", "H", "H", "H", "H", "H", "H", "H", "H", "H", "H", "H", "H", "H"],
  "coordinates": [[-0.166, -1.171, 3.998], [-0.857, 1.730, 3.378], [0.944, 2.442, 4.479], [-1.558, -4.084, -1.190], [0.418, -0.157, 2.071], [0.046, -1.016, -0.647], [-0.039, -0.410, -1.729], [-0.453, -2.231, -0.455], [-0.752, -0.280, -4.011], [1.340, 2.821, 1.056], [0.453, 1.750, 3.630], [-1.872, -2.837, -3.805], [-1.072, -2.057, 1.953], [1.254, 0.825, 2.718], [-1.130, -2.977, -1.429], [2.071, 1.635, 1.701], [-1.234, -2.268, -2.703], [-0.267, -2.794, 0.872], [-0.670, -0.983, -2.804], [0.102, 2.401, 0.269], [-1.944, -2.133, -4.986], [-0.234, -1.089, 2.789], [2.314, 3.556, 0.136], [-1.386, -0.857, -5.087], [2.413, 0.952, 0.921], [-1.327, 2.289, 4.016], [-0.315, 0.704, -4.066], [-1.501, -2.781, 2.645], [1.837, 4.430, -0.302], [-0.341, 3.272, -0.210], [-2.436, -2.568, -5.843], [-2.296, -3.824, -3.701], [2.948, 2.025, 2.219], [0.363, 1.684, -0.506], [1.035, 3.510, 1.852], [1.946, 0.296, 3.391], [2.637, 2.902, -0.671], [-1.453, -0.321, -6.021], [-0.597, -3.833, 0.797], [3.192, 3.887, 0.685], [-1.893, -1.503, 1.494], [-0.648, 1.965, 0.923], [0.328, -0.132, 1.062], [0.799, -2.771, 1.110]],
  "nbo_charge": [-0.6230, -0.6879, -0.5968, -0.5877, -0.6540, 0.0126, -0.2189, -0.2455, -0.2122, -0.2228, 0.8029, -0.1484, -0.5098, -0.1580, 0.6411, -0.3820, -0.1880, -0.2334, 0.1771, -0.6330, -0.1964, 0.6899, -0.5972, -0.1802, 0.2091, 0.5015, 0.2338, 0.2469, 0.2085, 0.2096, 0.2233, 0.2414, 0.2261, 0.2146, 0.2006, 0.2414, 0.2003, 0.2233, 0.2598, 0.2077, 0.2303, 0.2195, 0.4337, 0.2204]
}

---

Record 4
{
  "formula": "C16H20O4",
  "method": "the ωB97M-V functional and the def2-TZVPD basis",
  "smiles": "COc1ccc(C(=O)CC2(C(=O)O)CCCCC2)cc1",
  "multiplicity": 1,
  "total_energy_ha": -922.672810,
  "symbols": ["O", "O", "O", "O", "C", "C", "C", "C", "C", "C", "C", "C", "C", "C", "C", "C", "C", "C", "C", "C", "H", "H", "H", "H", "H", "H", "H", "H", "H", "H", "H", "H", "H", "H", "H", "H", "H", "H", "H", "H"],
  "coordinates": [[-3.485, -1.678, -0.361], [5.686, -0.404, 0.199], [-0.477, -1.663, 0.266], [-2.068, -1.113, -1.981], [-4.436, 1.614, -0.241], [-2.587, 0.362, 1.358], [3.658, -1.497, 0.569], [2.287, -1.550, 0.523], [-2.648, -0.928, -0.783], [6.435, 0.703, -0.245], [4.336, -0.359, 0.118], [3.599, 0.717, -0.374], [0.067, -0.609, 0.011], [1.538, -0.473, 0.035], [-3.031, 1.731, 1.859], [-4.344, 2.154, 1.192], [2.219, 0.657, -0.410], [-0.738, 0.621, -0.361], [-3.045, 1.500, -0.854], [-2.238, 0.392, -0.140], [4.093, 1.606, -0.734], [6.270, 0.899, -1.309], [-1.725, 0.010, 1.925], [-4.898, 0.627, -0.241], [-0.548, 0.836, -1.415], [6.201, 1.603, 0.333], [-4.411, 3.244, 1.185], [-2.360, -1.961, -2.348], [-2.250, 2.465, 1.647], [-3.159, 1.700, 2.942], [7.478, 0.435, -0.086], [-5.190, 1.778, 1.769], [1.681, 1.504, -0.805], [-0.406, 1.475, 0.233], [-5.060, 2.272, -0.848], [-3.392, -0.358, 1.511], [1.757, -2.426, 0.864], [-2.524, 2.454, -0.749], [-3.112, 1.274, -1.920], [4.240, -2.323, 0.946]],
  "nbo_charge": [-0.6078, -0.4847, -0.5538, -0.7088, -0.4128, -0.4101, -0.2669, -0.1418, 0.8358, -0.2539, 0.3393, -0.3131, 0.5817, -0.1392, -0.4011, -0.3979, -0.1709, -0.5064, -0.3813, -0.1470, 0.2193, 0.1786, 0.2153, 0.2137, 0.2465, 0.1784, 0.1993, 0.4997, 0.1856, 0.2152, 0.2039, 0.2054, 0.2154, 0.2297, 0.2110, 0.2394, 0.2366, 0.1990, 0.2214, 0.2273]
}

---

Result set for LUMO level: -0.02, 0.38, -0.51, 0.45 eV, one per record in the order listed.
Result set for energy above the lowest of the compared OMol25 structures with the same formula, charge and spin: 83.69, 90.27, 47.31, 0.00 kcal/mol, one per record in the order listed.